No. 1
Density functional theory data (ωB97M-V with the def2-TZVPD basis set) for C19H26ClN3OTc as an isolated structure.

Net charge: +2
Multiplicity: 4
HOMO level (alpha / beta): -10.5 / -13.9 eV
Orbital gap (alpha / beta): 3.57 / 3.16 eV
⟨S²⟩: 3.8205
LUMO energy (alpha / beta): -0.2550 / -0.3958 hartree

```
51
Properties=species:S:1:pos:R:3:forces:R:3:lowdin_charge:R:1
C -5.013 -0.222 -1.684 0.0 0.1 0.1 -0.546
C -5.404 1.034 -0.984 0.2 0.0 0.1 -0.111
C -4.966 -0.180 -3.169 0.3 0.0 0.0 -0.098
C -5.380 -1.517 -1.052 0.2 -0.1 0.1 -0.108
Cl -2.523 -0.174 -1.058 -1.7 0.1 0.0 0.406
H -6.012 -0.198 -3.524 0.3 0.0 -0.2 0.108
H -4.432 -1.043 -3.590 -0.3 0.1 0.1 0.082
H -4.482 0.734 -3.539 -0.3 -0.2 0.1 0.080
H -6.497 1.150 -1.081 0.2 0.1 0.1 0.105
H -4.915 1.908 -1.435 -0.2 -0.2 0.1 0.077
H -5.143 1.008 0.082 -0.2 0.0 -0.2 0.080
H -6.468 -1.653 -1.175 0.2 -0.2 0.1 0.105
H -5.142 -1.536 0.020 -0.2 0.0 -0.2 0.080
H -4.865 -2.359 -1.534 -0.2 0.2 0.1 0.081
C 1.312 1.576 -1.107 -0.2 0.9 -0.4 -0.184
C 0.913 1.153 -2.420 0.1 0.7 -0.4 -0.191
C -0.462 1.506 -2.601 0.2 0.8 -0.2 -0.191
H 1.558 0.685 -3.167 -0.4 0.4 0.4 0.128
C -0.863 2.282 -1.441 0.9 -0.7 -0.3 -0.142
C 0.230 2.323 -0.530 0.1 -0.7 -0.8 -0.090
H 0.272 2.848 0.414 -0.1 -0.2 0.0 0.118
H 2.292 1.460 -0.659 -0.4 0.0 -0.3 0.088
H -1.061 1.313 -3.490 0.2 0.1 0.4 0.127
H -1.815 2.772 -1.303 -0.1 -0.3 0.1 0.116
C 0.434 -1.837 0.369 0.0 0.4 -1.1 -0.115
C 1.480 -1.252 -0.421 0.1 -0.7 -0.3 -0.202
C 1.150 -1.419 -1.810 -0.2 -1.0 0.6 -0.188
H 2.413 -0.837 -0.045 -0.6 -0.3 -0.2 0.072
C -0.174 -1.965 -1.871 0.1 -1.0 -0.2 -0.205
C -0.598 -2.271 -0.510 1.1 0.7 -0.7 -0.161
H -1.522 -2.732 -0.205 -0.1 0.2 -0.1 0.110
H 0.452 -1.954 1.438 -0.2 0.2 0.2 0.106
H 1.816 -1.223 -2.640 -0.3 -0.1 0.2 0.123
H -0.706 -2.215 -2.789 0.2 0.0 0.4 0.128
Tc -0.252 0.017 -1.016 0.7 0.2 1.6 1.115
C 4.282 2.630 3.539 0.1 0.8 0.4 0.043
N 4.115 1.224 3.193 0.9 0.2 1.4 0.030
C 4.633 0.311 4.043 -0.2 1.8 -0.4 0.053
C 4.453 -1.008 3.796 0.3 -0.7 0.5 0.131
C 3.748 -1.358 2.620 -1.3 -1.1 -1.5 -0.318
N 3.352 -0.467 1.724 0.2 0.3 0.8 0.194
C 3.447 0.869 1.999 -0.6 -0.3 -1.4 -0.381
O 2.987 1.767 1.278 1.0 -1.4 1.6 0.152
N 3.450 -2.668 2.439 0.3 0.7 -0.7 0.215
H 3.743 3.260 2.826 0.2 -0.3 0.2 0.110
H 5.355 2.884 3.539 -0.4 -0.1 -0.1 0.134
H 3.902 2.780 4.563 0.1 0.0 -0.4 0.129
H 5.163 0.717 4.902 -0.1 -0.2 -0.1 0.171
H 4.841 -1.785 4.440 0.1 0.2 0.2 0.153
H 3.774 -3.348 3.117 -0.1 0.0 -0.4 0.134
H 3.133 -2.990 1.508 0.2 0.3 1.0 0.147
```
Forces are in eV/Å.

---

No. 2
Density functional theory data (ωB97M-V with the def2-TZVPD basis set) for an isolated ion of composition C14H22N3O2 and charge +1.

Net charge: +1
Multiplicity: 1
Energy above the lowest of the compared OMol25 structures with the same formula, charge and spin: 1.626 eV
HOMO level: -12.6 eV
Orbital gap: 8.70 eV
LUMO energy: -0.1414 hartree
SMILES: CCCN(CCC)C(=O)C[n+]1cccc(/C=N/O)c1

```
41
Properties=species:S:1:pos:R:3:forces:R:3:lowdin_charge:R:1
C 2.148 2.819 1.569 0.1 -0.2 0.2 -0.096
C 2.573 1.558 2.310 -0.3 0.0 -0.1 -0.214
C 1.605 0.384 2.114 0.3 0.3 0.3 -0.150
N 1.543 -0.059 0.734 0.2 -0.1 0.0 -0.051
C 2.649 -0.896 0.274 0.0 -0.4 -0.2 -0.147
C 2.340 -2.383 0.450 0.2 0.1 -0.1 -0.229
C 3.523 -3.236 0.014 -0.2 0.1 0.1 -0.097
C 0.593 0.223 -0.150 -0.6 0.4 0.3 -0.421
O 0.622 -0.086 -1.327 0.1 -0.3 -0.3 0.075
C -0.665 1.018 0.359 1.1 -0.2 0.5 -0.004
N -1.629 0.975 -0.706 -0.3 0.1 -0.6 -0.044
C -1.271 1.504 -1.886 -0.3 0.2 -0.7 -0.001
C -2.068 1.334 -3.004 0.1 0.1 0.2 0.020
C -3.241 0.610 -2.904 0.1 -0.1 0.6 0.045
C -3.610 0.070 -1.664 0.8 0.5 0.0 -0.140
C -4.839 -0.684 -1.511 -1.1 -0.7 0.2 -0.093
N -5.158 -1.147 -0.368 0.5 0.2 0.4 -0.003
O -6.326 -1.839 -0.314 -0.1 0.0 -0.4 -0.001
C -2.753 0.265 -0.588 -0.6 -0.3 -0.2 0.063
H 1.188 3.180 1.934 -0.1 0.1 0.0 0.072
H 2.881 3.604 1.730 0.0 0.1 -0.1 0.080
H 2.086 2.636 0.498 0.0 0.1 -0.1 0.070
H 3.571 1.269 1.979 0.0 -0.1 0.1 0.106
H 2.629 1.765 3.379 0.1 -0.1 0.0 0.117
H 1.946 -0.463 2.716 -0.2 0.0 0.0 0.131
H 0.616 0.670 2.470 0.0 -0.1 0.0 0.116
H 3.543 -0.629 0.838 0.0 0.1 0.0 0.126
H 2.820 -0.682 -0.783 0.1 0.0 0.1 0.132
H 2.105 -2.588 1.497 -0.1 0.0 0.0 0.109
H 1.463 -2.635 -0.150 -0.1 0.0 0.0 0.112
H 3.291 -4.290 0.136 0.1 -0.1 0.0 0.076
H 4.403 -3.007 0.611 0.1 0.0 0.0 0.077
H 3.759 -3.056 -1.032 0.1 0.0 -0.1 0.078
H -0.366 2.048 0.566 -0.2 -0.1 0.0 0.133
H -1.084 0.560 1.254 0.0 0.1 -0.1 0.135
H -0.364 2.086 -1.924 0.0 -0.1 0.1 0.154
H -1.759 1.762 -3.943 0.1 0.1 0.0 0.130
H -3.871 0.461 -3.767 -0.1 0.0 -0.1 0.133
H -5.460 -0.831 -2.392 -0.1 -0.1 0.0 0.140
H -6.436 -2.125 0.608 0.3 0.2 -0.3 0.119
H -2.997 -0.163 0.373 0.1 0.0 0.1 0.147
```
Forces are in eV/Å.

---

No. 3
Density functional theory data (ωB97M-V with the def2-TZVPD basis set) for a 2-piece molecular cluster, C4H15N3O2 overall.

Multiplicity: 1
Energy above the lowest of the compared OMol25 structures with the same formula, charge and spin: 1.602 eV
HOMO level: -8.8 eV
Orbital gap: 9.48 eV
LUMO energy: 0.0265 hartree
SMILES: C[NH2+]C[O-].COC(N)N

```
24
Properties=species:S:1:pos:R:3:forces:R:3:lowdin_charge:R:1
C 2.419 0.934 -1.660 -0.1 0.0 0.0 -0.066
N 1.008 0.800 -1.283 -0.1 -0.1 -0.1 -0.074
C 0.053 -0.030 -2.141 0.1 0.2 0.2 -0.345
O -0.950 0.904 -2.211 0.2 -0.1 0.0 -0.250
H 2.482 1.270 -2.695 0.0 0.0 0.0 0.088
H 2.900 1.674 -1.020 0.0 0.0 0.0 0.084
H 2.949 -0.015 -1.564 0.0 0.0 0.0 0.085
H 0.098 1.555 -1.613 0.0 -0.1 0.0 0.169
H 0.861 0.542 -0.300 0.0 0.0 -0.1 0.098
H -0.197 -0.970 -1.626 0.0 0.1 0.0 0.107
H 0.565 -0.262 -3.090 -0.1 0.0 0.1 0.112
C 0.641 -1.477 1.601 -0.2 0.1 -0.1 -0.102
O -0.019 -0.283 1.184 -0.2 -0.2 0.1 -0.219
C -1.475 -0.362 1.206 0.3 -0.1 0.1 -0.522
N -1.870 -0.528 2.591 0.1 0.0 -0.1 0.068
N -2.047 0.760 0.551 0.0 0.0 0.1 0.090
H 1.712 -1.299 1.508 0.0 0.0 0.0 0.083
H 0.396 -1.724 2.635 0.0 0.0 0.0 0.076
H 0.363 -2.324 0.960 0.0 0.1 0.0 0.087
H -1.766 -1.266 0.657 0.0 0.0 0.0 0.146
H -1.626 0.307 3.117 0.0 0.0 0.0 0.081
H -2.876 -0.644 2.644 0.0 0.0 0.0 0.080
H -1.833 0.805 -0.451 0.0 0.0 0.1 0.044
H -1.788 1.631 1.000 0.0 0.0 0.0 0.083
```
Forces are in eV/Å.

---

No. 4
Density functional theory data (ωB97M-V with the def2-TZVPD basis set) for C4H6ClNO in the gas phase.

Multiplicity: 1
Energy above the lowest of the compared OMol25 structures with the same formula, charge and spin: 2.145 eV
HOMO level: -9.2 eV
Orbital gap: 9.99 eV
LUMO energy: 0.0293 hartree
SMILES: O=CC1(Cl)CNC1

```
13
Properties=species:S:1:pos:R:3:forces:R:3:lowdin_charge:R:1
O 1.458 1.736 0.104 -0.5 0.1 -0.1 0.083
C 0.360 1.416 -0.262 0.0 0.3 -0.2 -0.264
C -0.174 0.006 -0.090 0.0 0.2 0.4 -0.759
Cl -1.956 0.000 0.064 0.3 0.1 -0.4 0.645
C 0.556 -0.659 1.073 0.4 -1.2 -0.7 -0.181
N 1.503 -1.211 0.062 -0.2 1.6 0.0 -0.034
C 0.530 -1.000 -1.048 1.3 0.4 1.2 -0.136
H -0.342 2.119 -0.751 0.1 0.1 0.0 0.119
H 0.975 -0.017 1.856 -0.1 -0.2 -0.3 0.120
H -0.060 -1.474 1.456 -0.1 0.2 0.5 0.105
H 1.903 -2.102 0.228 0.1 -0.9 0.0 0.087
H 1.006 -0.637 -1.969 -0.4 0.1 0.2 0.119
H -0.051 -1.872 -1.211 -0.9 -0.7 -0.4 0.095
```
Forces are in eV/Å.

---

No. 5
Density functional theory data (ωB97M-V with the def2-TZVPD basis set) for C4H9NO2 in the gas phase.

Multiplicity: 1
Energy above the lowest of the compared OMol25 structures with the same formula, charge and spin: 3.482 eV
HOMO level: -9.5 eV
Orbital gap: 10.42 eV
LUMO energy: 0.0351 hartree
SMILES: COC/C(C)=N\O

```
16
Properties=species:S:1:pos:R:3:forces:R:3:lowdin_charge:R:1
C -1.629 1.452 0.408 -0.1 0.2 -0.1 -0.094
O -0.981 0.315 0.946 -0.1 -0.1 0.4 -0.183
C -0.664 -0.846 0.202 0.0 -0.1 -0.1 -0.168
C 0.784 -0.716 -0.222 0.1 0.3 -0.2 -0.325
C 1.810 -0.882 0.860 0.0 0.0 0.0 -0.036
N 1.148 -0.270 -1.360 0.0 -0.2 0.5 0.047
O 0.040 -0.053 -2.191 0.0 0.2 -0.3 -0.082
H -1.042 2.338 0.684 -0.1 -0.2 -0.1 0.086
H -1.760 1.464 -0.680 0.2 -0.4 0.2 0.084
H -2.610 1.546 0.891 0.1 0.0 -0.2 0.083
H -1.320 -1.062 -0.648 0.0 0.4 0.2 0.122
H -0.756 -1.681 0.908 0.0 0.1 -0.1 0.127
H 1.782 -1.888 1.296 0.0 0.1 -0.1 0.082
H 1.547 -0.173 1.654 0.1 -0.1 0.0 0.086
H 2.823 -0.670 0.512 -0.2 0.0 0.0 0.079
H 0.417 0.461 -2.913 0.0 -0.1 0.0 0.091
```
Forces are in eV/Å.

---

Number 1: F_max 0.046 hartree/bohr. Number 2: F_max 0.026 hartree/bohr. Number 3: F_max 0.006 hartree/bohr. Number 4: F_max 0.034 hartree/bohr. Number 5: F_max 0.011 hartree/bohr.